[1]
DFT (wB97M-V/def2-TZVPD) results for a structure of composition C19H14Br2GaN3.

Charge = +2
Frontier orbital gap = 5.0 eV
Spin multiplicity = 1
Highest occupied orbital energy = -14.10 eV

Last column: Mulliken charge in e.
Positions of all 39 atoms, in Å:
Ga -0.594 -0.692 0.479  0.7249
C -3.857 2.016 0.941  -0.8623
C -3.101 0.862 0.856  0.7021
N -1.828 0.860 0.416  0.1641
C -1.223 2.028 0.079  -0.0389
C -1.930 3.252 0.176  1.0129
C -3.268 3.219 0.609  -0.4173
C -1.284 4.433 -0.187  -0.8273
C 0.011 4.377 -0.591  -1.5078
C 0.703 3.150 -0.657  -0.3144
C 0.100 1.963 -0.329  0.9999
N 0.595 0.668 -0.341  -0.0700
C 1.879 0.231 -0.625  0.9972
C 2.986 0.926 -1.038  -0.3117
C 4.215 0.282 -1.292  -1.5042
C 4.353 -1.058 -1.126  -0.8254
C 3.258 -1.802 -0.687  1.0119
C 3.314 -3.192 -0.486  -0.4230
C 2.193 -3.876 -0.064  -0.8649
C 1.031 -3.163 0.170  0.7056
N 0.940 -1.836 -0.044  0.1597
C 2.027 -1.137 -0.462  -0.0313
H -4.882 1.953 1.275  0.4412
H -3.508 -0.089 1.150  -0.4949
H -3.819 4.147 0.687  0.4930
H -1.826 5.368 -0.159  0.4492
H 0.531 5.282 -0.873  0.4263
H 1.722 3.194 -0.991  0.3075
H 2.961 1.987 -1.199  0.3102
H 5.053 0.877 -1.627  0.4246
H 5.286 -1.560 -1.343  0.4451
H 4.250 -3.712 -0.655  0.4903
H 2.199 -4.943 0.100  0.4391
H 0.149 -3.650 0.544  -0.4923
Br -2.019 -4.550 1.030  0.0169
C -3.849 -4.208 1.511  -0.4898
Br -4.290 -2.339 1.407  0.0151
H -3.995 -4.532 2.534  0.3767
H -4.482 -4.738 0.811  0.3622

***

[2]
DFT (wB97M-V/def2-TZVPD) results for a structure of composition C19H14BrF5MgNO.

Charge = +1
ΔE to the lowest compared entry with this formula, charge and spin = 0.0 kJ/mol
Frontier orbital gap = 7.4 eV
Spin multiplicity = 1
Highest occupied orbital energy = -10.75 eV

Last column: Mulliken charge in e.
Positions of all 42 atoms, in Å:
Mg 0.392 0.931 0.665  0.8884
C 2.989 0.469 -1.900  -1.5455
C 2.659 1.215 -0.639  1.0195
C 2.984 0.700 0.621  -0.6389
C 2.688 1.403 1.792  -0.3493
C 2.052 2.639 1.718  -0.7516
C 1.721 3.168 0.466  -0.4305
C 2.016 2.460 -0.696  -0.3685
H 3.863 0.919 -2.375  0.3825
H 2.163 0.516 -2.608  0.2761
H 3.223 -0.575 -1.696  0.3880
H 3.479 -0.262 0.688  0.4645
H 2.948 0.983 2.754  0.4240
H 1.816 3.188 2.619  0.4399
H 1.219 4.123 0.398  0.4342
H 1.722 2.858 -1.658  0.4309
C 0.199 -4.621 1.535  -1.3579
C -0.165 -3.238 1.993  0.5316
C -1.063 -3.005 3.030  -0.3632
C -1.396 -1.714 3.411  -0.6402
C -0.793 -0.690 2.717  0.3444
Br -1.178 1.130 3.105  -0.0948
N 0.072 -0.866 1.727  -0.2094
C 0.375 -2.122 1.372  -0.3788
H -0.220 -5.372 2.202  0.3721
H 1.279 -4.758 1.507  0.3601
H -0.190 -4.806 0.534  0.3236
H -1.514 -3.844 3.546  0.4007
H -2.098 -1.514 4.207  0.4448
H 1.075 -2.229 0.551  0.5440
F -4.486 1.154 -4.689  -0.2941
C -3.612 1.116 -3.687  0.6356
C -4.021 0.773 -2.408  0.0870
F -5.298 0.478 -2.176  -0.2854
C -3.109 0.737 -1.370  0.1926
F -3.530 0.398 -0.142  -0.2750
C -1.760 1.037 -1.560  0.1853
O -0.896 1.000 -0.569  -0.1536
C -1.380 1.377 -2.856  0.2698
F -0.087 1.679 -3.097  -0.3053
C -2.279 1.418 -3.906  -0.1131
F -1.858 1.748 -5.125  -0.2843